1.
H24O12 | wB97M-V/def2-TZVPD

```
36
Properties=species:S:1:pos:R:3:forces:R:3
O 4.97569 -13.38061 -31.28537 -3.435 0.851 0.487
O 7.95700 -15.66506 -28.73334 5.314 2.026 4.360
O 7.34610 -15.73618 -30.75961 3.050 1.992 3.756
O 4.82132 -15.49624 -29.45052 -0.674 0.171 -0.814
O 8.49290 -13.89989 -33.21467 6.901 7.823 -5.329
O 8.80522 -17.92448 -32.25124 1.390 -0.378 0.051
O 7.17813 -13.64546 -31.54924 -0.450 2.795 4.075
O 6.14314 -16.03710 -27.47904 -1.230 -0.394 2.437
O 6.30121 -17.30155 -31.55053 -3.873 -5.459 -2.380
O 9.95149 -14.31717 -30.76776 0.289 0.222 0.489
O 7.59583 -15.60984 -32.80985 -4.548 -8.931 -2.647
O 7.63129 -18.08209 -28.79606 0.287 -0.098 0.172
H 8.38749 -17.36598 -31.59564 0.031 -0.912 0.040
H 7.83883 -16.00663 -31.97334 0.315 0.182 -0.129
H 5.86449 -13.73253 -31.33449 -0.667 -0.294 -0.151
H 7.34326 -16.34976 -33.36207 -0.500 0.484 -0.624
H 4.86770 -16.21565 -30.08022 -0.230 0.189 -0.413
H 9.57410 -15.16622 -30.53770 0.000 -0.254 -0.126
H 6.34174 -15.39401 -26.79843 -0.282 0.119 0.451
H 7.56787 -15.79794 -29.83049 -0.630 0.007 -1.231
H 10.29853 -14.44028 -31.65130 0.445 -0.184 0.139
H 8.12318 -14.74884 -32.97212 1.336 -0.997 -2.186
H 6.97195 -16.16060 -27.94171 -1.101 -0.904 1.154
H 6.92267 -16.71196 -31.12344 -1.692 -1.015 -0.026
H 5.77880 -17.66021 -30.83313 -0.185 -0.567 -0.147
H 7.31501 -12.72325 -31.33240 0.109 0.164 0.328
H 8.04944 -17.33932 -29.23159 -0.163 -1.292 -0.578
H 7.45261 -14.80862 -30.97061 -0.461 2.296 0.002
H 8.70339 -16.14882 -28.37962 0.815 -0.218 0.492
H 9.41146 -13.95399 -32.95096 -0.031 0.700 -0.467
H 7.94191 -18.84869 -29.27781 -0.005 -0.407 -0.206
H 4.98915 -12.61391 -31.85828 -0.124 0.099 -0.211
H 7.70266 -13.78712 -32.33729 0.950 1.793 -1.168
H 8.26189 -17.82458 -33.03293 -0.069 -0.491 0.078
H 5.64118 -15.55358 -28.95983 -0.765 -0.011 0.362
H 8.02291 -14.79721 -28.33495 -0.114 0.896 -0.045
```
Forces are in eV/Å.

## Properties
- E (a.u.) = -916.7839
- LUMO level (eV) = -0.87
- energy above the lowest of the compared OMol25 structures with the same formula, charge and spin (kcal per mole) = 339.8
- highest occupied orbital energy (eV) = -9.5
- gap between HOMO and LUMO (eV) = 8.6

---

2.
H24O12 | wB97M-V/def2-TZVPD

```
36
Properties=species:S:1:pos:R:3:forces:R:3
O 0.18458 0.53664 -0.13119 -0.060 2.084 -0.319
O -1.22242 -1.50936 -1.97919 0.268 1.720 0.373
O -1.80442 1.92964 -2.60019 0.769 -0.636 -1.177
O -1.03242 2.04164 2.35281 0.834 -0.318 0.043
O -3.09842 -0.32336 0.66781 1.140 -1.345 -1.394
O 1.31458 0.85764 -3.07919 0.415 1.559 1.129
O 0.17358 -0.37536 2.56981 1.260 -0.041 0.994
O 0.68658 3.34464 -0.86719 -0.128 0.648 0.033
O 1.10358 -2.07836 -0.46919 -0.763 -0.485 1.191
O 3.81458 -2.07736 -1.56419 0.118 -1.148 -1.543
O 3.05658 -1.17736 1.41481 0.760 0.175 0.403
O -2.27442 -0.74936 3.41281 -2.549 -0.019 0.272
H -1.60342 2.33864 3.04481 -0.545 0.160 0.741
H 0.69858 -0.51836 3.37681 -0.013 -0.670 -0.397
H -0.97842 1.43464 -2.42419 -0.279 0.387 0.453
H -0.37242 0.41764 0.63181 -0.312 -0.399 0.280
H 0.51058 -0.30236 -0.40319 0.357 -1.241 -0.007
H 2.37358 -1.82336 1.31581 -0.397 -0.877 -0.098
H 1.32858 -0.05636 -3.25219 -0.114 -1.875 -0.689
H -2.00442 -1.06036 -1.64319 0.445 1.663 0.485
H 0.37758 -2.29736 0.15481 0.843 0.090 0.197
H -2.08442 -0.89636 4.32281 -0.127 -0.210 1.181
H -1.69942 2.02064 -3.57319 -0.458 0.160 0.843
H 0.91658 2.48264 -0.50019 0.176 -0.064 -0.448
H 1.28758 3.63164 -1.57119 -0.129 -0.609 0.466
H 1.84958 0.90364 -2.26319 -0.372 0.307 -0.499
H 3.00658 -1.73736 -1.20419 -0.567 0.275 0.791
H 0.54058 -2.04636 -1.22919 -0.497 0.106 -1.555
H -3.44842 0.00464 1.46681 -0.629 0.665 1.477
H -1.42642 -0.71436 3.03181 1.921 0.201 -1.233
H -1.72142 -2.27236 -2.07019 -0.665 -3.531 -0.950
H 0.19858 0.58964 2.58481 -0.557 0.497 -0.541
H -1.41742 2.37264 1.55481 -0.220 0.422 -0.927
H 3.47958 -2.76136 -2.19519 0.636 0.777 0.756
H -3.29842 0.26164 -0.05219 -0.343 0.716 -0.199
H 2.58458 -0.39136 1.16881 -0.218 0.857 -0.135
```
Forces are in eV/Å.

## Properties
- E (a.u.) = -917.2392
- LUMO level (eV) = -0.05
- energy above the lowest of the compared OMol25 structures with the same formula, charge and spin (kcal per mole) = 54.1
- highest occupied orbital energy (eV) = -10.7
- gap between HOMO and LUMO (eV) = 10.6

---

3.
H24O12 | wB97M-V/def2-TZVPD

```
36
Properties=species:S:1:pos:R:3:forces:R:3
O 5.50092 0.61255 -3.50729 0.693 0.310 0.232
O 10.38328 -0.05254 -5.25789 -0.258 1.037 -1.244
O 5.36979 3.36379 -2.35315 -1.360 3.338 1.344
O 5.96527 2.67888 -5.09334 -0.360 0.743 -1.473
O 7.99056 3.36031 -3.53185 0.244 -0.405 -1.238
O 9.90741 2.30480 -0.68022 -1.033 1.102 0.806
O 11.71400 0.45637 -1.56241 -0.511 1.185 -0.080
O 8.68139 0.60667 -2.90621 0.349 -0.597 0.014
O 7.50374 -1.93684 -2.77299 -0.424 -1.506 0.397
O 8.99819 -0.40198 -0.40775 1.945 -0.532 0.849
O 9.89017 -2.92539 -1.89177 -0.309 -0.629 -0.762
O 8.93077 2.53198 -5.90952 -0.606 0.318 -1.121
H 9.80545 -0.42710 0.17692 -1.231 0.226 -0.947
H 4.56835 2.88647 -2.42524 -1.332 -0.600 -0.090
H 8.86800 2.83648 -5.00997 0.711 -0.255 0.532
H 7.77891 -1.05545 -3.01450 -0.390 0.897 -0.496
H 6.66868 -2.20680 -3.18075 0.489 0.653 -0.020
H 6.05502 3.06827 -5.98852 -0.209 -0.599 0.638
H 11.66623 -0.25907 -2.16095 -0.364 -1.139 -1.498
H 9.86149 -2.16895 -1.32717 -0.028 0.720 0.740
H 8.86351 0.38034 -1.97607 0.047 -0.132 -0.059
H 7.58862 4.12642 -3.92456 -0.631 0.676 -0.695
H 10.83136 -0.70216 -4.76453 1.088 -1.324 0.723
H 9.59919 1.85382 -5.99900 0.325 -0.206 0.327
H 5.99072 2.74581 -2.56881 2.556 -2.630 -0.936
H 8.97905 -2.88486 -2.26140 0.507 -0.083 0.021
H 8.11597 3.68660 -2.67975 0.602 0.474 2.759
H 8.26813 1.46075 -2.84984 -0.374 0.439 -0.248
H 5.43328 1.23414 -4.25511 -0.159 -0.245 -0.064
H 6.86521 2.68298 -4.76772 0.133 -0.481 -0.040
H 9.58259 0.05284 -4.75915 -0.870 0.290 0.566
H 10.01244 3.09031 -1.22189 0.352 -0.156 -0.052
H 8.29652 -0.16387 0.18529 -0.713 0.186 0.400
H 4.72628 0.06907 -3.48078 -0.647 -0.302 -0.124
H 10.32076 1.57551 -1.12401 0.729 -0.475 -0.653
H 12.20387 0.07563 -0.86459 1.039 -0.298 1.492
```
Forces are in eV/Å.

## Properties
- E (a.u.) = -917.2562
- LUMO level (eV) = -0.01
- energy above the lowest of the compared OMol25 structures with the same formula, charge and spin (kcal per mole) = 43.4
- highest occupied orbital energy (eV) = -10.7
- gap between HOMO and LUMO (eV) = 10.6

---

4.
H24O12 | wB97M-V/def2-TZVPD

```
36
Properties=species:S:1:pos:R:3:forces:R:3
O -1.02576 -1.17451 -2.47791 -1.006 -0.101 0.537
O -4.22037 2.54657 -0.15915 -8.601 -0.703 -3.543
O -0.50975 -3.75716 0.58097 -0.017 0.039 -0.056
O -3.76429 -2.59092 -0.20242 -0.020 0.272 -0.026
O 1.04187 -0.48617 -3.45339 0.731 0.491 -0.688
O -0.04541 0.50238 0.67085 -0.165 -0.038 0.087
O 1.73739 4.31955 -0.29016 0.172 -0.034 0.035
O -1.00110 -1.17072 4.00500 0.058 0.218 -0.147
O 2.60858 -0.67308 1.08709 -1.399 -0.256 1.023
O 4.67643 0.39637 1.03632 1.450 0.336 -0.033
O -2.47198 2.69413 0.41903 8.904 0.443 3.740
O 2.40342 -1.78540 -1.21036 0.129 -0.074 -0.398
H 1.93603 -0.39124 -3.80047 0.074 -0.039 0.101
H 0.88101 0.34334 -2.98969 -0.047 -0.174 -0.055
H 4.41723 -0.45686 1.40211 0.019 0.202 -0.327
H 2.33925 0.16532 0.69525 0.535 -0.123 0.270
H -1.55060 -0.49126 3.59835 -0.002 -0.124 0.110
H -1.76304 -1.33430 -3.07781 0.095 -0.064 -0.023
H 2.74132 -1.12331 -0.59681 0.025 -0.722 -0.266
H -3.81786 3.22338 -0.71494 -0.465 -0.389 0.106
H 2.00804 5.24042 -0.37816 -0.088 -0.065 0.001
H -3.89563 1.71712 -0.52733 -0.531 0.472 -0.059
H 5.58013 0.25624 0.73190 0.060 0.258 0.044
H -1.33600 -0.46012 -1.91012 0.046 -0.073 0.078
H -2.96003 2.90679 1.22250 0.262 -0.070 -0.332
H -2.22599 1.76908 0.53197 0.378 0.228 0.062
H -4.11576 -1.88652 -0.75855 -0.044 -0.156 0.017
H -0.11098 -3.47577 -0.25017 -0.094 -0.029 0.010
H 2.48331 -0.54059 2.03352 -0.218 -0.059 0.028
H -0.39459 -1.43286 3.30328 -0.067 -0.141 -0.026
H 2.56026 3.84890 -0.11591 -0.031 0.053 -0.023
H -0.42603 1.07011 1.35041 0.128 0.181 -0.031
H -3.04247 -2.17141 0.27921 0.124 -0.213 0.002
H 0.82384 0.88466 0.50575 -0.539 0.202 -0.125
H 1.52696 -1.99583 -0.86899 0.149 0.175 -0.131
H -1.08745 -4.48634 0.32887 -0.005 0.076 0.039
```
Forces are in eV/Å.

## Properties
- E (a.u.) = -917.0718
- LUMO level (eV) = -0.46
- energy above the lowest of the compared OMol25 structures with the same formula, charge and spin (kcal per mole) = 159.1
- highest occupied orbital energy (eV) = -8.6
- gap between HOMO and LUMO (eV) = 8.1

---

5.
H24O12 | wB97M-V/def2-TZVPD

```
36
Properties=species:S:1:pos:R:3:forces:R:3
O -4.28396 -0.56111 0.26573 -0.277 0.094 0.131
O -0.85714 -1.31043 -3.69268 0.067 -0.299 0.140
O 0.69443 0.06595 3.81583 0.190 0.259 -0.213
O 3.78170 -0.39643 1.85644 0.210 -0.063 0.050
O 1.59817 4.12296 0.36588 0.206 -0.050 -0.243
O -1.88340 3.69158 0.07900 0.396 -0.193 -0.175
O -1.16960 -3.32005 2.56228 -0.109 -0.008 0.362
O 2.54516 0.63092 -1.65605 -0.186 -0.189 0.256
O 2.55571 -3.69749 0.83885 -0.055 -0.233 0.036
O -0.83639 2.73456 -3.18483 -0.074 -0.264 -0.142
O -0.90319 -4.08390 -0.85097 0.102 -0.147 0.324
O -0.71095 0.16979 0.22970 -0.327 -0.214 0.207
H -3.43957 -0.25122 0.59317 0.307 0.026 0.045
H -2.03522 3.67331 1.02390 -0.053 -0.012 0.308
H -0.71438 -0.43607 -3.33029 0.037 0.332 0.181
H -0.67129 -3.42270 -1.50310 0.117 0.245 -0.269
H 2.60870 1.56667 -1.46485 0.050 0.348 0.173
H 3.02907 0.01913 2.27727 -0.316 0.062 0.241
H -0.23717 -0.15136 3.78230 -0.206 -0.125 -0.096
H -1.44247 -2.43313 2.32743 -0.054 0.193 -0.132
H -0.84866 -3.69722 1.74315 0.217 -0.182 -0.385
H 1.69093 3.93053 1.29894 0.113 -0.048 0.261
H -4.06470 -1.08733 -0.50319 0.065 -0.119 -0.206
H 2.85839 0.54820 -2.55676 0.073 -0.141 -0.240
H 0.95482 -0.13203 4.71540 0.125 -0.109 0.226
H -1.84873 -3.98758 -0.73731 -0.277 -0.026 -0.010
H 3.17141 -3.57105 0.11694 0.173 -0.014 -0.156
H 0.66456 4.00790 0.18877 -0.413 0.025 -0.089
H 0.20827 0.19266 -0.03630 0.343 -0.070 -0.155
H -1.01059 1.07399 0.13553 -0.099 0.344 -0.133
H 2.13648 -2.84406 0.94898 -0.106 0.213 0.173
H 0.04189 3.10220 -3.28335 0.235 0.098 -0.064
H -1.23409 3.24822 -2.48182 -0.127 0.078 0.263
H -1.27585 -1.15396 -4.53912 -0.109 -0.003 -0.214
H 3.54959 -0.42979 0.92841 0.000 0.046 -0.336
H -2.62189 4.18844 -0.27316 -0.240 0.146 -0.120
```
Forces are in eV/Å.

## Properties
- E (a.u.) = -917.2416
- LUMO level (eV) = -0.43
- energy above the lowest of the compared OMol25 structures with the same formula, charge and spin (kcal per mole) = 52.5
- highest occupied orbital energy (eV) = -10.9
- gap between HOMO and LUMO (eV) = 10.5

---

6.
H24O12 | wB97M-V/def2-TZVPD

```
36
Properties=species:S:1:pos:R:3:forces:R:3
O 1.37884 0.92356 2.19915 0.001 0.143 0.926
O -2.81671 1.33346 -2.01433 -0.039 0.971 -0.338
O -0.27648 0.26903 0.37414 -1.270 0.575 0.620
O 2.82942 -1.80871 -0.09084 -0.499 0.079 0.328
O 0.27427 -0.73727 -2.16816 0.795 2.094 -0.869
O 0.81166 -3.36884 -0.60444 -0.514 -0.350 -0.580
O -0.43913 -2.28320 1.61506 -0.016 -1.508 -1.027
O -2.35157 -1.35917 -1.54825 -0.020 -0.206 -0.853
O 2.73295 0.93226 -0.19220 1.680 -0.284 1.172
O -1.08012 0.36326 3.25225 0.796 -0.866 0.632
O -1.69666 2.44960 0.10502 -0.540 0.304 -0.296
O 0.91846 3.14969 0.19516 1.569 0.599 -0.273
H -0.99508 0.31088 4.20586 0.374 -0.368 0.309
H 1.32788 2.35229 0.54834 0.197 0.216 0.273
H 0.55058 0.72241 2.68600 0.771 0.255 -0.169
H 2.79310 1.23588 -1.08812 0.110 0.434 -0.772
H -0.88164 1.00973 0.17503 0.294 -0.357 0.566
H -0.17400 -2.71331 0.75110 -0.075 0.408 1.335
H -0.70359 -1.40520 1.36994 0.031 0.961 0.017
H -1.97099 -2.08654 -2.06709 -0.693 -0.151 0.460
H -0.04021 -0.06883 -0.46640 0.692 -0.883 -1.504
H -2.15934 2.32002 -0.73340 -0.201 -0.844 -0.450
H 3.63844 1.06427 0.21049 -1.561 -0.001 -0.552
H 0.01397 2.91683 0.11135 -1.284 -0.204 -0.088
H 2.74297 -0.84884 -0.12947 -0.434 0.581 0.199
H 0.01363 0.17197 -2.49876 0.343 -1.722 0.463
H -0.53338 -1.23176 -2.08872 -0.433 0.043 0.138
H -2.86762 0.37604 -1.98878 0.189 -0.598 0.037
H 1.05387 0.73907 1.31331 0.144 -0.358 -0.089
H 1.24828 -4.23673 -0.63338 -0.044 0.800 0.117
H 3.69490 -1.94319 -0.43062 1.143 -0.542 -0.479
H 1.48330 -2.64490 -0.58033 0.212 -0.809 0.125
H -2.37027 -1.62826 -0.63017 0.170 -0.300 0.471
H -2.09312 3.26303 0.37510 -0.124 0.977 0.974
H -2.20541 1.58247 -2.71536 -0.198 -0.230 -0.154
H -1.85120 0.87903 3.18153 -1.566 1.140 -0.668
```
Forces are in eV/Å.

## Properties
- E (a.u.) = -917.2559
- LUMO level (eV) = -0.11
- energy above the lowest of the compared OMol25 structures with the same formula, charge and spin (kcal per mole) = 43.6
- highest occupied orbital energy (eV) = -9.3
- gap between HOMO and LUMO (eV) = 9.2